# 1
Molecular formula: C25H26IrN4O5S4
Method: DFT, wB97M-V/def2-TZVPD

Geometry as XYZ:
```
65
Properties=species:S:1:pos:R:3:forces:R:3
Ir 0.806 -1.087 0.487 -1.1 -1.3 -1.1
C -0.298 -1.025 -2.973 0.0 0.1 0.1
C 0.176 -2.292 -2.355 0.0 -0.1 -0.2
N 0.782 -2.387 -1.202 0.5 0.3 0.0
C 1.065 -3.706 -0.865 0.1 -0.1 0.0
C 0.696 -4.611 -1.805 0.1 0.3 0.1
S -0.054 -3.805 -3.110 0.0 0.0 -0.1
C 1.644 -3.897 0.463 0.0 -0.1 -0.3
C 2.055 -5.006 1.124 0.0 0.3 -0.1
S 2.620 -4.558 2.673 0.1 0.0 0.0
C 2.273 -2.914 2.380 0.0 -0.1 -0.1
N 1.766 -2.728 1.181 -0.1 -0.3 0.7
C 2.544 -1.850 3.378 0.0 0.0 0.1
H -0.391 -0.258 -2.204 0.0 0.0 0.0
H -1.269 -1.170 -3.443 0.0 0.0 0.0
H 0.399 -0.683 -3.741 0.0 0.0 0.0
H 0.806 -5.680 -1.784 0.0 0.0 0.0
H 2.067 -6.027 0.787 0.0 0.0 0.0
H 2.385 -2.221 4.389 0.0 0.0 0.0
H 1.889 -1.006 3.194 0.0 0.0 0.0
H 3.575 -1.512 3.276 0.0 0.0 0.0
C -6.612 0.435 -0.549 0.0 0.0 0.0
C -5.334 0.019 0.119 0.0 0.0 0.0
C -5.335 -0.533 1.394 0.0 0.0 0.0
C -4.156 -0.940 1.999 0.0 0.1 0.1
C -2.952 -0.784 1.326 0.0 -0.1 -0.1
C -2.928 -0.228 0.049 0.0 0.0 0.0
C -4.112 0.177 -0.534 0.0 0.0 0.0
S -1.518 -1.533 2.043 0.0 0.2 0.4
O -0.958 -2.456 1.029 0.1 0.1 -0.3
O -1.948 -2.065 3.298 0.2 -0.2 -0.2
N -0.255 -0.554 2.179 0.8 0.4 1.0
C -0.452 0.858 2.384 -0.2 0.3 -0.8
C -0.471 1.500 0.981 0.0 0.2 0.2
O -0.848 2.627 0.763 -0.1 0.2 0.2
O -0.028 0.725 0.009 -0.3 0.0 -0.5
H -7.480 0.120 0.025 0.0 0.0 0.0
H -6.685 0.001 -1.547 0.0 0.0 0.0
H -6.655 1.519 -0.661 0.0 0.0 0.0
H -6.272 -0.657 1.922 0.0 0.0 0.0
H -4.161 -1.379 2.985 0.0 0.0 0.0
H -1.992 -0.096 -0.470 0.0 0.0 -0.1
H -4.094 0.626 -1.520 0.0 0.0 0.0
H 0.376 1.287 2.953 0.0 0.0 0.0
H -1.385 1.084 2.905 0.0 0.1 0.0
C 2.643 1.652 -3.432 0.0 0.1 0.0
S 1.701 1.527 -1.921 0.0 0.1 -0.2
O 2.734 0.549 -1.197 -0.1 0.0 -0.1
C 2.013 3.119 -1.234 0.2 -0.2 0.2
C 0.945 3.992 -1.136 0.0 0.0 0.0
C 1.168 5.247 -0.587 0.0 0.0 0.0
C 2.430 5.590 -0.134 0.0 0.0 0.0
C 3.493 4.698 -0.239 0.0 0.0 0.0
C 3.292 3.449 -0.792 0.0 0.0 0.0
H 3.672 1.903 -3.183 0.0 0.0 0.0
H 2.183 2.445 -4.020 0.0 0.0 0.0
H 2.587 0.702 -3.957 0.0 0.0 0.0
H -0.041 3.699 -1.458 -0.1 -0.1 0.1
H 0.344 5.938 -0.484 0.0 0.0 0.0
H 2.589 6.557 0.322 0.0 0.0 0.0
H 4.476 4.978 0.113 0.0 0.0 0.0
H 4.107 2.740 -0.865 0.0 0.0 0.0
N 3.541 -0.217 0.791 0.0 0.0 -0.1
C 2.502 -0.164 0.093 0.2 0.0 1.1
H 4.341 0.266 0.385 0.0 0.0 0.0
```
Forces are in eV/Å.

Values from the calculation:
Net charge   +1
Total energy   -3260.3601 a.u.
2S+1   1
Relative energy (zero: lowest compared OMol25 entry of this formula, charge and spin)   138.1 kJ/mol
Largest force on an atom   2.0 eV/Å

# 2
Molecular formula: C25H26N4O5
Method: DFT, wB97M-V/def2-TZVPD

Geometry as XYZ:
```
60
Properties=species:S:1:pos:R:3:forces:R:3
C -3.756 -3.153 2.161 0.1 0.1 0.0
N -3.101 -1.865 2.058 0.1 0.1 0.0
C -4.040 -0.790 2.303 0.0 0.0 0.0
H -3.513 0.164 2.289 0.0 0.1 0.0
H -4.484 -0.924 3.288 -0.1 0.1 0.0
H -4.851 -0.750 1.557 0.0 0.0 0.0
C -2.429 -1.683 0.782 0.2 -0.3 0.2
C -1.210 -2.588 0.605 -0.1 0.2 -0.2
C -0.433 -2.226 -0.663 0.0 -0.5 0.1
N 0.297 -0.986 -0.515 -0.2 0.2 0.1
C 1.627 -0.922 -0.601 -0.1 0.0 -0.1
O 2.330 -1.893 -0.867 0.0 -0.1 0.0
C 2.307 0.399 -0.333 -0.1 0.8 0.2
C 1.824 1.633 -0.045 0.5 -0.7 -0.2
C 0.531 2.224 0.046 -0.2 1.3 0.5
C 0.266 3.508 0.490 0.4 -0.9 -0.3
C -1.120 3.691 0.411 -0.6 -0.8 -0.4
C -1.645 2.522 -0.092 0.3 1.1 0.5
C -2.997 2.127 -0.404 -0.5 -0.4 -0.2
C -3.236 0.976 -1.156 -0.1 0.0 0.0
C -4.539 0.592 -1.427 0.1 1.1 0.7
C -5.626 1.336 -0.984 0.1 -0.3 -0.2
C -5.387 2.484 -0.248 0.1 0.0 0.0
C -4.094 2.875 0.043 0.2 -0.1 -0.1
H -3.922 3.764 0.630 0.0 0.1 0.1
H -6.218 3.073 0.107 -0.1 0.0 0.0
H -6.626 1.005 -1.213 0.0 0.0 0.0
N -4.766 -0.621 -2.168 -0.1 -0.6 -0.3
O -3.816 -1.360 -2.334 0.1 -0.1 -0.2
O -5.890 -0.844 -2.562 -0.2 -0.1 -0.1
H -2.418 0.388 -1.543 0.0 0.0 0.0
O -0.637 1.634 -0.312 -0.2 -0.1 -0.1
H -1.664 4.576 0.673 -0.2 0.2 0.0
H 0.992 4.216 0.831 0.2 0.1 0.1
H 2.593 2.368 0.163 0.0 -0.1 0.0
N 3.672 0.172 -0.388 0.3 -0.6 -0.2
C 4.734 1.008 -0.204 -0.3 -0.1 0.0
O 4.638 2.179 0.114 0.0 0.2 0.1
C 6.057 0.351 -0.403 0.4 0.0 0.0
C 6.253 -0.737 -1.250 -0.1 0.1 0.1
C 7.518 -1.278 -1.398 0.1 -0.1 0.0
C 8.593 -0.746 -0.706 0.0 0.0 0.0
C 8.407 0.345 0.128 0.0 0.0 0.0
C 7.148 0.895 0.272 -0.2 0.0 0.0
H 6.983 1.750 0.909 0.0 0.1 0.0
H 9.245 0.768 0.663 0.1 0.0 0.0
H 9.577 -1.177 -0.823 0.1 0.0 0.0
H 7.665 -2.119 -2.059 0.0 -0.1 -0.1
H 5.435 -1.154 -1.819 -0.1 0.0 0.0
H 3.850 -0.813 -0.604 0.0 0.4 0.1
H -0.229 -0.159 -0.292 0.1 0.0 0.0
H 0.306 -2.998 -0.887 -0.2 0.1 -0.1
H -1.128 -2.143 -1.505 0.1 -0.1 0.0
H -1.526 -3.626 0.517 0.0 -0.1 0.0
H -0.561 -2.499 1.478 0.0 -0.1 0.0
H -3.115 -1.851 -0.067 0.0 0.1 0.0
H -2.100 -0.641 0.754 0.0 0.0 -0.1
H -3.013 -3.945 2.106 0.0 -0.1 0.0
H -4.502 -3.311 1.367 -0.1 0.0 0.0
H -4.255 -3.220 3.126 0.0 -0.1 0.0
```
Forces are in eV/Å.

Values from the calculation:
Net charge   0
Total energy   -1563.4102 a.u.
2S+1   1
Relative energy (zero: lowest compared OMol25 entry of this formula, charge and spin)   262.0 kJ/mol
Largest force on an atom   1.4 eV/Å
SMILES   CN(C)CCCNC(=O)/C(=C\c1ccc(-c2cccc([N+](=O)[O-])c2)o1)NC(=O)c1ccccc1

# 3
Molecular formula: C25H26N6O5SZr
Method: DFT, wB97M-V/def2-TZVPD

Geometry as XYZ:
```
64
Properties=species:S:1:pos:R:3:forces:R:3
Zr -1.030 -0.159 -0.243 -0.1 -0.4 0.1
O 1.506 2.187 3.866 0.0 0.0 0.0
C 1.010 1.044 4.353 0.1 0.0 0.0
C 1.542 0.591 5.563 0.0 0.0 0.0
C 1.086 -0.578 6.126 0.0 0.0 0.0
C 0.088 -1.343 5.506 0.0 0.0 0.0
C -0.430 -0.916 4.311 0.0 0.0 0.0
C 0.018 0.277 3.706 0.0 0.0 0.0
C -0.523 0.663 2.426 -0.1 -0.2 0.1
O -1.303 -0.208 1.779 0.1 0.2 0.1
N -0.217 1.809 1.860 -0.2 0.2 0.0
N -0.869 1.869 0.654 0.5 0.1 0.3
C -1.073 2.952 0.024 -0.1 0.0 -0.1
C -1.969 2.815 -1.131 0.1 0.0 0.1
C -2.404 3.907 -1.846 -0.1 0.0 -0.1
C -3.385 3.720 -2.818 0.0 0.1 0.0
C -3.891 2.452 -3.013 0.0 -0.1 0.0
C -3.377 1.396 -2.270 0.0 0.0 0.0
N -2.422 1.554 -1.352 0.2 0.1 0.0
H 1.030 2.437 3.054 0.0 0.0 0.0
H 2.303 1.192 6.041 0.0 0.0 0.0
H 1.501 -0.904 7.071 0.0 0.0 0.0
H -0.275 -2.248 5.972 0.0 0.0 0.0
H -1.215 -1.479 3.826 0.0 0.0 0.0
H -0.683 3.911 0.349 -0.1 0.0 0.1
H -2.004 4.888 -1.631 0.0 0.0 0.0
H -3.758 4.560 -3.388 0.0 0.0 0.0
H -4.681 2.262 -3.726 0.0 0.0 0.0
H -3.746 0.391 -2.413 0.0 0.0 0.0
O 0.472 1.007 -1.604 -0.1 0.0 -0.1
C 0.173 0.174 -2.484 0.0 -0.2 0.0
N -0.009 -1.113 -2.054 -0.1 0.1 -0.1
S -1.342 -1.670 -2.808 -0.1 0.0 0.1
O -1.385 -3.044 -3.140 0.0 0.0 0.0
O -2.355 -1.202 -1.796 0.0 -0.1 -0.2
C -1.288 -0.559 -4.160 -0.1 0.0 -0.1
C -2.009 -0.572 -5.332 0.1 0.1 0.0
C -1.769 0.483 -6.213 0.0 0.0 0.0
C -0.865 1.493 -5.903 0.0 0.0 0.0
C -0.154 1.493 -4.703 0.0 0.0 0.0
C -0.366 0.438 -3.839 0.1 0.0 0.0
H -2.712 -1.359 -5.567 0.0 0.0 0.0
H -2.292 0.510 -7.159 0.0 0.0 0.0
H -0.701 2.290 -6.616 0.0 0.0 0.0
H 0.558 2.274 -4.471 0.0 0.0 0.0
C 2.928 -2.584 2.804 0.0 0.0 0.0
C 3.252 -1.858 1.490 -0.1 0.2 0.0
C 4.216 -0.685 1.740 0.0 0.0 0.0
C 3.806 -2.821 0.434 0.0 0.0 0.0
C 2.000 -1.277 0.977 0.2 0.1 -0.1
N 1.045 -0.796 0.562 -0.2 -0.1 -0.1
H 3.868 -2.900 3.258 0.0 0.0 0.0
H 2.324 -3.475 2.630 0.0 0.0 0.0
H 2.410 -1.932 3.508 0.0 0.0 0.0
H 5.153 -1.098 2.115 0.0 0.0 0.0
H 3.820 0.004 2.486 0.0 0.0 0.0
H 4.424 -0.135 0.823 0.0 0.0 0.0
H 4.697 -3.295 0.844 0.0 0.0 0.0
H 4.087 -2.296 -0.478 0.0 0.0 0.0
H 3.091 -3.606 0.187 0.0 0.0 0.0
N -1.418 -2.462 0.373 0.0 0.1 0.0
H -2.413 -2.682 0.354 0.0 0.0 0.0
H -1.095 -2.630 1.322 0.0 0.0 0.0
H -0.980 -3.155 -0.233 0.0 0.0 0.0
```
Forces are in eV/Å.

Values from the calculation:
Net charge   +2
Total energy   -2117.9094 a.u.
2S+1   1
Relative energy (zero: lowest compared OMol25 entry of this formula, charge and spin)   30.6 kJ/mol
Largest force on an atom   0.5 eV/Å